Below is a structure of composition C32H28N5O3PS3Y in a non-equilibrium geometry, with properties calculated with the ωB97M-V functional and the def2-TZVPD basis.

XYZ file:
```
73
Properties=species:S:1:pos:R:3:forces:R:3
Y 0.159209 -2.215307 -1.352545 -0.249 0.953 -0.063
S -0.369487 -4.408714 -3.056759 0.378 0.399 0.394
S -4.173155 -1.011491 0.173083 1.136 0.291 0.649
S -0.893991 0.910319 -5.108586 -1.161 -0.380 1.219
P 1.565978 1.986079 0.078936 -2.051 -0.428 -0.297
O 1.815702 -0.880168 -0.643062 0.353 0.186 0.831
O 0.860480 -3.467057 -3.179785 -0.863 -0.503 0.134
O 0.846467 -2.264349 0.750652 0.476 0.628 0.694
N 1.390167 -0.054749 -4.459922 1.293 -1.485 1.300
N -2.013563 -1.676920 1.697310 0.934 0.251 0.409
N -1.651770 -0.880853 -0.503439 -0.272 0.040 -0.208
N -0.289451 -0.294339 -2.842973 -1.431 -0.667 -0.522
N -1.182348 -4.139424 -1.842306 0.347 -0.242 -0.787
C -2.446290 -1.203426 0.512976 0.254 -0.209 -0.160
C 1.225484 3.725779 0.617099 1.118 -0.833 0.348
C 2.583402 -0.115813 4.088068 -0.715 -1.676 -0.110
C 2.132200 1.093257 1.561803 0.878 -0.181 0.476
C -3.535949 -4.585032 3.394510 1.213 0.379 -0.467
C 5.376610 2.090686 -1.189205 1.270 -1.583 0.415
C -0.042474 4.045887 1.146572 1.006 -0.149 -0.377
C 4.108581 3.111017 -2.904782 -2.905 0.247 -0.091
C 0.702814 6.375485 1.269050 -0.249 -0.441 -0.454
C -3.746653 -0.296014 -1.301698 2.124 0.532 -1.907
C 5.338979 2.774051 -2.399635 0.574 0.282 0.210
C 1.557775 -1.193958 0.564452 0.348 0.161 0.217
C -1.671470 0.012730 -2.825754 -0.564 1.148 0.068
C -5.078556 -3.943873 1.638549 0.146 0.534 -0.026
C 2.877844 2.791786 -2.204324 2.626 -0.551 0.591
C -2.989274 -4.966187 1.075145 -1.753 1.115 0.177
C 3.011484 2.117323 -0.947153 0.110 0.514 -0.722
C 2.585177 1.834464 2.658881 -0.861 -1.710 0.777
C -4.723075 -3.979589 2.993483 0.599 -0.699 -0.575
C 2.035801 -0.321175 1.719659 -1.089 0.234 -0.193
C -2.374997 -0.298240 -1.567323 -2.250 -0.996 1.095
C 1.964001 6.004463 0.844085 0.425 0.785 -1.077
C 2.230218 4.705065 0.468170 -0.532 -0.722 -0.123
C 4.248770 1.674655 -0.462285 1.047 1.136 -1.346
C 0.165312 0.071989 -4.007525 -0.257 0.960 -0.580
C -2.174135 0.685416 -3.916828 0.173 -0.451 0.706
C 2.740690 1.231923 3.920812 1.925 0.520 0.024
C -4.225917 -4.431357 0.664114 0.062 -0.991 -0.116
C 2.165873 -0.882756 2.996836 -1.215 -0.879 -0.606
C -4.620019 -4.433606 -0.817195 -0.088 -0.375 1.326
C -2.612040 -5.005273 2.389166 -0.093 -0.124 1.201
C -0.288711 5.385074 1.315803 -0.274 1.397 1.524
H -2.358029 -5.240603 0.301501 1.407 -0.748 -1.187
H -2.723960 -1.791177 2.407842 0.315 -0.266 0.039
H 1.704252 -1.904067 3.105154 1.273 0.838 0.054
H 3.989589 3.668368 -3.840225 0.276 -0.254 0.264
H 2.727912 2.869614 2.568944 0.142 1.261 -0.152
H -3.260175 -4.594470 4.462394 -0.157 -0.120 -0.691
H -1.581393 -5.352868 2.587773 -0.833 0.108 0.354
H 6.376960 1.726770 -0.865133 -0.801 0.447 -0.001
H -5.981743 -3.447665 1.294515 -0.158 -0.147 0.321
H -0.771801 3.300895 1.500594 0.339 0.255 -0.784
H -1.247826 5.730340 1.669285 -0.322 -0.212 0.040
H 1.614853 0.490947 -5.237885 0.968 0.460 -1.130
H -5.352985 -3.561449 3.738550 -0.633 0.236 0.460
H -4.743588 -3.389099 -1.062270 -0.249 0.134 -0.728
H -4.471030 0.027577 -2.026016 -0.318 0.008 0.093
H 2.735799 -0.649808 5.040469 -0.116 0.661 -0.433
H 2.712140 6.734353 0.528703 -0.115 0.100 0.786
H 4.417740 1.081053 0.442559 -0.444 0.411 -0.328
H -3.850078 -4.904326 -1.402743 0.459 0.142 -0.309
H -5.530274 -5.022347 -1.012333 0.101 0.488 0.256
H 2.084398 -0.577371 -3.930326 -0.098 0.496 -0.400
H 3.248430 1.735264 4.757681 -0.719 0.340 -0.479
H 0.472185 7.412117 1.521473 -0.002 -0.359 -0.182
H 6.288657 3.063745 -2.911262 -1.026 -0.338 0.464
H 1.892759 3.060342 -2.603187 0.476 0.014 0.245
H -3.200498 1.063101 -4.065998 0.906 -0.293 0.111
H -0.994856 -1.691107 1.997996 -1.898 0.028 -0.962
H 3.216868 4.484094 0.025812 -0.718 -0.105 0.301
```
Forces are in eV/Å.

For the HOMO energy, the calculation gives -9.96 eV. Its charge is +1. For the energy above the lowest of the compared OMol25 structures with the same formula, charge and spin, the calculation gives 0.0 kJ/mol. The value obtained for the frontier orbital gap is 0.2386 Ha.